Molecular formula: C3H9N4
Method: DFT, ωB97M-V/def2-TZVPD

ORCA input file:
```
! RIJCOSX wB97M-V def2-TZVPD def2/J DEFGRID3
* xyz 1 1
C -0.05834 -0.40150 0.31175
C -1.04245 1.83948 0.33281
C 2.20748 -1.33873 -0.04901
N -4.25039 -0.37640 -0.09830
N -3.11726 -0.53262 -0.15856
N -0.08760 0.81529 -0.16371
N 0.77180 -1.44004 0.25701
H -0.40925 2.64957 0.63163
H -1.70444 2.14903 -0.56877
H -1.62854 1.29710 1.13870
H 2.21590 -0.43186 -0.57087
H 2.42724 -2.10000 -0.76795
H 2.89168 -1.35617 0.75858
H -4.72447 0.49435 0.15588
H 0.34374 1.01234 -1.00747
H 0.62444 -2.17251 0.87788
*
```

- Frontier orbital gap (alpha / beta): 11.0 / 5.4 eV
- HOMO level (alpha / beta): -14.495 / -11.387 eV
- LUMO level (alpha / beta): -3.45 / -5.99 eV